Entry i
63
Properties=species:S:1:pos:R:3 method="wB97M-V/def2-TZVPD" spin_multiplicity=2 orbital_gap_ev="7.00 / 6.97" s2=0.754
W 0.46 -0.41 0.17
C -0.61 -1.23 -2.80
C -1.44 -1.86 -1.67
N -1.57 -0.88 -0.58
C -2.43 0.27 -0.94
C -1.92 1.50 -0.21
N -0.46 1.60 -0.35
C 0.00 2.20 -1.61
C 0.05 1.17 -2.75
N 0.28 -0.20 -2.26
H -1.27 -0.81 -3.56
H -0.02 -2.01 -3.28
H -0.92 -2.73 -1.28
H -2.42 -2.17 -2.04
H -2.07 -1.33 0.20
H -3.46 0.07 -0.63
H -2.40 0.42 -2.02
H -2.16 1.40 0.85
H -2.42 2.40 -0.59
H -0.11 2.19 0.39
H 1.00 2.58 -1.44
H -0.64 3.03 -1.90
H 0.85 1.47 -3.44
H -0.89 1.20 -3.30
H 1.26 -0.46 -2.39
C -2.15 -4.33 3.80
C -1.93 -3.76 2.41
O -1.14 -2.56 2.44
P -1.73 -1.13 2.89
S -3.56 -0.97 2.17
S -0.28 0.25 2.46
O -1.89 -1.17 4.48
C -1.01 -0.58 5.45
C 0.08 -1.56 5.87
H -2.73 -5.25 3.73
H -2.69 -3.61 4.41
H -1.20 -4.54 4.28
H -2.89 -3.54 1.94
H -1.37 -4.45 1.78
H -1.65 -0.32 6.29
H -0.57 0.33 5.04
H -0.37 -2.47 6.26
H 0.69 -1.10 6.65
H 0.71 -1.79 5.02
O 2.04 2.16 0.76
Cl 2.92 1.14 0.26
O 4.28 1.48 0.47
O 2.61 -0.12 0.92
O 2.67 0.96 -1.15
C 2.65 -4.44 3.37
N 2.36 -3.97 2.02
C 2.77 -4.65 0.92
C 2.56 -4.16 -0.32
C 1.82 -2.93 -0.45
O 1.57 -2.39 -1.54
N 1.33 -2.33 0.66
C 1.74 -2.72 1.91
O 1.58 -2.07 2.93
H 3.03 -5.45 3.34
H 1.73 -4.41 3.96
H 3.37 -3.78 3.85
H 3.28 -5.59 1.09
H 2.92 -4.66 -1.20

---

Entry ii
63
Properties=species:S:1:pos:R:3 method="wB97M-V/def2-TZVPD" spin_multiplicity=2 orbital_gap_ev="6.70 / 6.78" s2=0.755
W 0.53 -0.38 -0.15
C 0.90 -3.10 1.05
C 2.34 -2.74 0.64
N 2.46 -1.42 -0.03
C 3.46 -0.54 0.60
C 2.88 -0.01 1.90
N 1.48 0.43 1.71
C 0.60 0.08 2.84
C 0.35 -1.42 2.82
N 0.12 -1.90 1.44
H 0.38 -3.55 0.21
H 0.92 -3.83 1.87
H 2.99 -2.73 1.52
H 2.72 -3.52 -0.02
H 2.66 -1.55 -1.03
H 4.40 -1.07 0.79
H 3.67 0.28 -0.09
H 2.88 -0.80 2.66
H 3.50 0.80 2.29
H 1.46 1.43 1.52
H 1.02 0.38 3.80
H -0.34 0.62 2.69
H 1.21 -1.96 3.22
H -0.50 -1.67 3.45
H -0.87 -2.09 1.24
C 0.57 5.83 -2.14
C 0.62 4.34 -1.93
O 1.99 3.91 -2.10
P 2.48 2.55 -1.43
S 4.33 2.21 -1.88
S 1.05 1.18 -1.95
O 2.24 2.80 0.15
C 2.80 4.00 0.73
C 4.02 3.69 1.56
H -0.45 6.19 -2.02
H 0.92 6.09 -3.14
H 1.20 6.35 -1.42
H 0.00 3.81 -2.65
H 0.27 4.06 -0.93
H 2.00 4.42 1.34
H 3.03 4.71 -0.06
H 3.77 3.14 2.46
H 4.50 4.63 1.86
H 4.74 3.11 0.97
O -1.96 2.43 -1.12
Cl -1.79 1.80 0.15
O -2.94 1.95 0.98
O -0.58 2.26 0.82
O -1.58 0.30 -0.06
C -3.43 -3.30 -2.39
N -2.06 -2.82 -2.52
C -1.40 -2.91 -3.72
C -0.10 -2.62 -3.84
C 0.63 -2.17 -2.67
O 1.85 -2.07 -2.64
N -0.14 -1.83 -1.54
C -1.40 -2.38 -1.38
O -1.96 -2.50 -0.30
H -3.86 -3.35 -3.38
H -3.99 -2.60 -1.77
H -3.46 -4.28 -1.92
H -1.99 -3.26 -4.55
H 0.43 -2.72 -4.78

---

Which of them is the least stable? Correct choice: entry i.